1.
{
  "formula": "C4H9IN3",
  "method": "ωB97M-V/def2-TZVPD",
  "symbols": ["C", "N", "N", "I", "C", "C", "N", "C", "H", "H", "H", "H", "H", "H", "H", "H", "H"],
  "xyz": [[1.043, -2.367, -0.770], [0.540, -1.381, -0.179], [1.116, -0.336, 0.344], [3.104, 0.283, 0.310], [-0.061, 0.952, 0.035], [0.290, 2.143, -0.939], [-1.255, 0.756, 0.517], [-1.540, -0.440, 1.279], [0.281, -3.080, -1.043], [2.155, -2.588, -0.872], [1.399, 2.214, -0.804], [-0.137, 3.250, -0.808], [0.188, 1.729, -1.876], [-2.093, 1.319, 0.269], [-1.705, -1.339, 0.665], [-2.545, -0.385, 1.851], [-0.780, -0.731, 2.021]],
  "lowdin_charge": [-0.004, -0.189, -0.515, 0.906, -0.079, -0.012, 0.062, -0.076, 0.078, 0.090, 0.005, 0.156, 0.053, 0.199, 0.093, 0.131, 0.103],
  "homo_ev": -12.9,
  "e_lumo_ha": -0.1721,
  "smiles": "C=NN(I)/C(C)=[NH+]\\C",
  "charge": 1,
  "orbital_gap_ev": 8.20
}

2.
{
  "formula": "C39H48N5O4PTi",
  "method": "ωB97M-V/def2-TZVPD",
  "symbols": ["Ti", "C", "C", "N", "C", "C", "N", "C", "C", "N", "H", "H", "H", "H", "H", "H", "H", "H", "H", "H", "H", "H", "H", "H", "H", "O", "C", "O", "C", "C", "C", "C", "C", "C", "P", "C", "C", "C", "C", "C", "C", "C", "C", "C", "C", "C", "C", "H", "H", "H", "H", "H", "H", "H", "H", "H", "H", "H", "H", "H", "H", "C", "C", "N", "O", "C", "C", "N", "O", "H", "H", "H", "H", "H", "H", "H", "C", "C", "C", "C", "C", "C", "C", "C", "C", "C", "H", "H", "H", "H", "H", "H", "H", "H", "H", "H", "H", "H"],
  "xyz": [[-0.109, -0.104, 0.542], [1.264, -3.030, 0.068], [1.266, -2.680, 1.566], [1.552, -1.269, 1.771], [2.981, -0.933, 1.770], [3.211, 0.738, -0.065], [1.839, 0.682, -0.577], [1.640, 0.088, -1.889], [1.665, -1.436, -1.804], [0.738, -1.950, -0.780], [0.673, -3.940, -0.060], [2.281, -3.264, -0.261], [1.999, -3.331, 2.071], [0.285, -2.888, 1.982], [1.102, -0.914, 2.615], [3.464, -1.564, 1.014], [3.435, -1.209, 2.731], [3.792, -0.060, -0.545], [3.688, 1.684, -0.343], [1.371, 1.588, -0.516], [2.373, 0.417, -2.644], [0.660, 0.420, -2.234], [2.674, -1.764, -1.537], [1.444, -1.852, -2.794], [-0.149, -2.214, -1.193], [-0.994, 3.632, -0.723], [-1.387, 2.492, -0.990], [-0.677, 1.429, -0.720], [-2.673, 2.270, -1.695], [-3.439, 3.402, -1.967], [-4.621, 3.368, -2.692], [-5.068, 2.113, -3.207], [-4.356, 0.978, -2.947], [-3.152, 0.976, -2.171], [-2.436, -0.591, -1.777], [-1.895, -1.321, -3.386], [-1.688, -0.516, -4.505], [-1.071, -1.014, -5.646], [-0.640, -2.333, -5.699], [-0.838, -3.149, -4.592], [-1.451, -2.647, -3.453], [-3.900, -1.650, -1.398], [-4.524, -2.577, -2.231], [-5.634, -3.296, -1.800], [-6.151, -3.101, -0.529], [-5.551, -2.167, 0.309], [-4.445, -1.451, -0.122], [-3.049, 4.339, -1.589], [-5.182, 4.277, -2.873], [-5.977, 2.048, -3.798], [-4.725, 0.032, -3.335], [-2.016, 0.518, -4.456], [-0.922, -0.365, -6.503], [-0.153, -2.719, -6.586], [-0.504, -4.181, -4.616], [-1.595, -3.296, -2.592], [-4.142, -2.737, -3.233], [-6.102, -4.012, -2.468], [-7.014, -3.665, -0.195], [-5.939, -2.004, 1.307], [-3.967, -0.729, 0.536], [-2.607, -1.870, 3.723], [-1.708, -1.039, 2.854], [-1.452, -1.331, 1.518], [-1.786, -2.689, 1.141], [-1.095, 0.112, 3.265], [-1.208, 0.673, 4.655], [-0.322, 0.746, 2.310], [0.664, 1.575, 2.812], [-2.724, -2.866, 3.296], [-3.614, -1.438, 3.837], [-2.192, -1.974, 4.729], [-2.573, -2.593, 0.590], [-2.249, 0.695, 4.997], [-0.802, 1.684, 4.641], [-0.632, 0.096, 5.387], [4.062, 1.195, 3.719], [4.342, 1.252, 2.206], [5.677, 0.567, 1.913], [3.189, 0.548, 1.447], [4.354, 2.733, 1.800], [5.510, 3.385, 1.390], [5.486, 4.727, 1.011], [4.299, 5.434, 1.029], [3.134, 4.792, 1.435], [3.154, 3.463, 1.827], [4.183, 0.182, 4.114], [3.038, 1.520, 3.922], [4.766, 1.844, 4.250], [5.640, -0.468, 2.261], [6.505, 1.058, 2.431], [5.902, 0.558, 0.843], [2.274, 1.033, 1.823], [6.450, 2.848, 1.343], [6.402, 5.209, 0.686], [4.273, 6.471, 0.713], [2.188, 5.318, 1.422], [2.210, 2.987, 2.112]],
  "lowdin_charge": [0.913, -0.184, -0.201, -0.087, -0.145, -0.144, -0.095, -0.205, -0.184, -0.080, 0.112, 0.097, 0.113, 0.093, 0.109, 0.115, 0.110, 0.112, 0.125, 0.114, 0.119, 0.102, 0.097, 0.110, 0.058, -0.011, -0.597, -0.252, -0.163, -0.080, -0.148, -0.158, -0.160, -0.354, 1.071, -0.357, -0.081, -0.103, -0.129, -0.119, -0.144, -0.356, -0.104, -0.113, -0.123, -0.092, -0.117, 0.099, 0.059, 0.070, 0.084, 0.103, 0.091, 0.084, 0.090, 0.103, 0.092, 0.087, 0.084, 0.096, 0.109, -0.071, -0.359, -0.189, -0.146, -0.358, -0.072, -0.287, -0.339, 0.053, 0.062, 0.060, 0.031, 0.059, 0.054, 0.062, -0.028, -0.455, -0.058, -0.257, -0.179, -0.056, -0.113, -0.117, -0.064, -0.001, 0.071, 0.085, 0.084, 0.078, 0.074, 0.086, 0.084, 0.089, 0.086, 0.089, 0.108, 0.103],
  "homo_ev": [1.3, 0.6],
  "e_lumo_ha": [0.1531, 0.1531],
  "multiplicity": 3,
  "s2": 2.084,
  "charge": -2,
  "orbital_gap_ev": [2.84, 3.52]
}

3.
{
  "formula": "C16H10CaF7N6",
  "method": "ωB97M-V/def2-TZVPD",
  "symbols": ["Ca", "N", "C", "C", "C", "N", "H", "H", "H", "H", "H", "H", "H", "H", "H", "H", "F", "C", "C", "F", "C", "C", "C", "F", "C", "C", "C", "N", "C", "N", "F", "C", "C", "N", "C", "N", "F", "C", "F", "F"],
  "xyz": [[1.537, -0.532, -0.245], [3.988, -1.068, -0.033], [4.949, -0.168, 0.649], [4.895, -0.310, 2.154], [3.538, -0.103, 2.845], [2.308, -0.741, 2.252], [4.061, -2.005, 0.380], [4.402, -1.170, -0.968], [4.737, 0.875, 0.343], [5.978, -0.392, 0.305], [5.628, 0.395, 2.575], [5.291, -1.300, 2.439], [3.292, 0.964, 3.033], [3.720, -0.522, 3.855], [1.563, -0.516, 2.910], [2.436, -1.744, 2.402], [-3.165, 1.885, -3.414], [-3.043, 1.523, -2.122], [-4.162, 1.073, -1.459], [-5.306, 1.055, -2.128], [-4.179, 0.497, -0.142], [-2.845, 0.371, 0.405], [-1.743, 0.794, -0.295], [-0.539, 0.310, 0.286], [-1.731, 1.464, -1.565], [-0.573, 1.917, -2.226], [0.734, 1.722, -1.758], [1.778, 1.586, -1.249], [-0.561, 2.394, -3.557], [-0.405, 2.815, -4.656], [-2.664, -0.253, 1.576], [-5.324, 0.015, 0.508], [-5.394, -0.419, 1.876], [-5.516, -0.749, 2.974], [-6.574, -0.106, -0.143], [-7.596, -0.261, -0.674], [-1.435, -3.242, -2.441], [-1.185, -2.046, -1.834], [0.038, -1.582, -2.327], [-0.937, -2.430, -0.529]],
  "lowdin_charge": [1.491, -0.119, -0.258, -0.195, -0.231, -0.086, 0.092, 0.099, 0.127, 0.129, 0.131, 0.121, 0.129, 0.122, 0.091, 0.086, 0.121, -0.125, -0.128, 0.143, -0.029, -0.145, -0.091, -0.120, -0.052, -0.192, -0.217, 0.038, -0.199, 0.181, 0.118, -0.128, -0.167, 0.202, -0.174, 0.218, 0.124, -0.182, 0.020, 0.054],
  "homo_ev": [-11.3, -10.4],
  "e_lumo_ha": [-0.1875, -0.2396],
  "charge": 1,
  "orbital_gap_ev": [6.24, 3.87]
}

4.
{
  "formula": "C51H42N4O5Os",
  "method": "ωB97M-V/def2-TZVPD",
  "symbols": ["Os", "O", "C", "C", "C", "C", "C", "C", "C", "C", "C", "O", "C", "C", "C", "C", "C", "C", "C", "C", "C", "C", "C", "C", "N", "C", "C", "C", "C", "C", "C", "C", "C", "C", "C", "C", "C", "H", "H", "H", "H", "H", "H", "H", "H", "H", "H", "H", "H", "H", "H", "H", "H", "H", "H", "H", "H", "H", "H", "H", "H", "H", "H", "H", "C", "O", "C", "C", "C", "C", "C", "C", "N", "N", "C", "C", "C", "C", "O", "C", "N", "C", "C", "C", "C", "H", "H", "H", "H", "H", "H", "H", "H", "H", "H", "H", "H", "C", "C", "O", "H", "H", "H"],
  "xyz": [[0.403, 0.684, 0.736], [0.546, 1.205, -1.088], [1.558, 0.834, -2.017], [2.785, 1.649, -1.658], [3.465, 1.373, -0.340], [4.769, 1.827, -0.204], [5.442, 1.638, 0.984], [4.802, 0.963, 2.008], [3.503, 0.529, 1.826], [2.796, -0.182, 2.942], [1.563, 0.602, 3.469], [0.465, 0.300, 2.634], [1.164, 0.158, 4.879], [0.203, 0.910, 5.554], [-0.249, 0.526, 6.807], [0.255, -0.625, 7.409], [1.198, -1.388, 6.737], [1.644, -1.000, 5.474], [1.902, 2.103, 3.463], [2.749, 2.628, 4.439], [3.128, 3.963, 4.408], [2.670, 4.802, 3.398], [1.827, 4.294, 2.420], [1.452, 2.956, 2.464], [2.828, 0.755, 0.676], [1.794, -0.687, -2.051], [0.681, -1.503, -2.261], [0.819, -2.880, -2.335], [2.077, -3.467, -2.214], [3.190, -2.662, -2.025], [3.048, -1.277, -1.945], [1.089, 1.273, -3.408], [1.819, 0.932, -4.547], [1.382, 1.326, -5.804], [0.207, 2.060, -5.935], [-0.526, 2.390, -4.803], [-0.088, 2.000, -3.541], [2.449, 2.691, -1.632], [3.516, 1.576, -2.460], [5.243, 2.328, -1.041], [6.452, 2.012, 1.113], [5.299, 0.776, 2.953], [3.507, -0.354, 3.745], [2.423, -1.144, 2.581], [-0.195, 1.806, 5.087], [-0.996, 1.125, 7.317], [-0.091, -0.926, 8.392], [1.591, -2.291, 7.192], [2.366, -1.627, 4.962], [3.106, 1.983, 5.236], [3.783, 4.353, 5.181], [2.965, 5.845, 3.375], [1.449, 4.928, 1.625], [0.755, 2.622, 1.688], [-0.299, -1.038, -2.350], [-0.058, -3.498, -2.491], [2.188, -4.543, -2.272], [4.175, -3.106, -1.944], [3.937, -0.670, -1.804], [2.722, 0.333, -4.455], [1.955, 1.050, -6.683], [-0.139, 2.360, -6.918], [-1.448, 2.952, -4.900], [-0.670, 2.222, -2.653], [-2.901, -5.498, -5.042], [-2.541, -4.166, -4.713], [-3.364, -3.503, -3.868], [-3.020, -2.179, -3.580], [-3.804, -1.424, -2.738], [-4.957, -1.986, -2.150], [-5.287, -3.311, -2.446], [-4.498, -4.071, -3.293], [-5.805, -1.300, -1.301], [-5.513, -0.105, -0.913], [-4.423, 0.326, -0.369], [-4.419, 1.808, -0.240], [-3.461, 2.719, -0.048], [-2.008, 2.532, 0.252], [-1.227, 3.435, 0.049], [-1.965, 0.051, -0.146], [-0.824, -0.802, 0.335], [-0.981, -2.055, 0.644], [-2.240, -2.674, 0.546], [-3.385, -1.929, 0.237], [-3.309, -0.572, 0.000], [-2.155, -5.853, -5.743], [-3.886, -5.538, -5.509], [-2.898, -6.139, -4.159], [-2.120, -1.765, -4.024], [-3.508, -0.410, -2.499], [-6.167, -3.740, -1.979], [-4.768, -5.100, -3.491], [-5.404, 2.204, -0.460], [-3.752, 3.761, -0.146], [-0.112, -2.601, 0.996], [-2.320, -3.729, 0.765], [-4.350, -2.425, 0.252], [-2.231, 0.980, 2.232], [-1.618, 1.202, 0.856], [-1.974, 0.303, -1.455], [-3.317, 1.087, 2.192], [-1.841, 1.705, 2.950], [-1.990, -0.013, 2.608]],
  "lowdin_charge": [1.630, -0.284, -0.432, -0.059, -0.240, -0.016, -0.029, -0.008, -0.250, -0.059, -0.439, -0.303, -0.155, -0.022, -0.068, -0.089, -0.078, -0.029, -0.166, -0.026, -0.068, -0.080, -0.050, -0.039, 0.106, -0.154, -0.024, -0.065, -0.089, -0.080, -0.036, -0.150, -0.032, -0.084, -0.095, -0.065, -0.002, 0.153, 0.127, 0.123, 0.116, 0.121, 0.114, 0.136, 0.123, 0.105, 0.102, 0.103, 0.106, 0.127, 0.105, 0.104, 0.115, 0.061, 0.104, 0.103, 0.100, 0.100, 0.109, 0.117, 0.100, 0.098, 0.104, 0.105, -0.083, -0.077, -0.286, 0.021, 0.000, -0.306, -0.018, -0.024, 0.079, 0.077, -0.200, 0.003, 0.007, -0.377, 0.074, -0.595, -0.054, -0.104, -0.022, -0.010, -0.075, 0.091, 0.095, 0.093, 0.125, 0.097, 0.114, 0.099, 0.110, 0.114, 0.127, 0.101, 0.117, -0.038, -0.334, -0.049, 0.088, 0.081, 0.083],
  "homo_ev": [-6.8, -7.4],
  "e_lumo_ha": [-0.0080, -0.0526],
  "multiplicity": 5,
  "s2": 6.060,
  "orbital_gap_ev": [6.57, 5.96]
}

5.
{
  "formula": "C23H27",
  "method": "ωB97M-V/def2-TZVPD",
  "symbols": ["C", "C", "C", "C", "C", "C", "C", "C", "C", "C", "H", "H", "H", "H", "H", "H", "H", "H", "H", "H", "H", "H", "H", "H", "H", "H", "C", "C", "C", "C", "C", "C", "C", "C", "C", "C", "C", "C", "C", "H", "H", "H", "H", "H", "H", "H", "H", "H", "H", "H"],
  "xyz": [[-4.301, -2.032, -0.496], [-2.936, -1.419, -0.792], [-2.615, -1.585, -2.260], [-2.776, 0.012, -0.152], [-2.386, -0.689, 1.151], [-1.877, -1.877, 0.271], [-0.519, -1.511, -0.259], [0.555, -2.532, -0.422], [-0.326, -0.177, -0.551], [-1.533, 0.726, -0.693], [-4.592, -1.937, 0.558], [-5.073, -1.558, -1.114], [-4.293, -3.100, -0.746], [-1.655, -1.147, -2.541], [-2.594, -2.649, -2.513], [-3.403, -1.117, -2.858], [-3.705, 0.587, -0.145], [-1.631, -0.193, 1.760], [-3.257, -0.948, 1.762], [-2.015, -2.886, 0.673], [0.223, -3.529, -0.080], [0.874, -2.615, -1.477], [1.453, -2.260, 0.149], [0.561, 0.062, -1.184], [-1.686, 1.036, -1.742], [-1.350, 1.647, -0.132], [1.003, 0.837, 0.822], [2.215, 0.005, 0.928], [2.462, -0.782, 2.085], [3.499, -1.710, 2.108], [4.332, -1.859, 0.994], [4.122, -1.083, -0.153], [3.076, -0.153, -0.183], [1.144, 2.268, 0.586], [0.132, 3.149, 1.072], [0.030, 4.449, 0.586], [0.944, 4.911, -0.378], [2.029, 4.110, -0.758], [2.183, 2.841, -0.203], [0.204, 0.570, 1.519], [1.819, -0.650, 2.959], [3.656, -2.331, 3.000], [5.114, -2.616, 1.006], [4.757, -1.203, -1.033], [2.893, 0.422, -1.091], [-0.580, 2.790, 1.821], [-0.783, 5.095, 0.931], [0.777, 5.875, -0.857], [2.743, 4.476, -1.506], [3.085, 2.273, -0.422]],
  "lowdin_charge": [-0.026, -0.452, -0.020, -0.202, -0.060, -0.142, -0.149, 0.021, -0.102, -0.108, 0.087, 0.098, 0.096, 0.079, 0.099, 0.101, 0.151, 0.104, 0.121, 0.155, 0.102, 0.117, 0.072, 0.146, 0.136, 0.094, 0.015, -0.228, -0.019, -0.063, -0.057, -0.052, -0.057, -0.187, -0.027, -0.051, -0.038, -0.046, 0.003, 0.111, 0.126, 0.120, 0.115, 0.117, 0.112, 0.127, 0.119, 0.117, 0.120, 0.104],
  "homo_ev": -12.2,
  "e_lumo_ha": -0.1904,
  "charge": 1,
  "orbital_gap_ev": 6.98
}

6.
{
  "formula": "C3H6O2",
  "method": "ωB97M-V/def2-TZVPD",
  "symbols": ["C", "C", "O", "C", "O", "H", "H", "H", "H", "H", "H"],
  "xyz": [[1.290, 0.231, -0.403], [-0.017, -0.217, 0.214], [0.029, -1.528, 0.655], [-1.289, 0.380, -0.194], [-0.726, 0.615, 1.109], [2.121, -0.379, -0.044], [1.480, 1.274, -0.148], [1.254, 0.160, -1.495], [-0.654, -1.566, 1.342], [-2.180, -0.243, -0.243], [-1.309, 1.271, -0.819]],
  "lowdin_charge": [0.016, -0.602, 0.047, -0.066, -0.005, 0.085, 0.091, 0.088, 0.114, 0.117, 0.116],
  "homo_ev": -10.1,
  "e_lumo_ha": 0.0359,
  "smiles": "C[C@]1(O)CO1",
  "orbital_gap_ev": 11.07
}

The calculation returns the following energy relative to the best compared isomer or geometry (same formula, charge and spin) values, one per record and in order: 120.31 0.00 0.00 81.49 22.93 38.55 kcal/mol.